[1]
The following is a quantum chemistry calculation of one molecule with the formula C31H36N4O8, from the OMol25 dataset.

Computed properties:
Calculated total energy in a.u.: -2023.95716
SMILES: CCC1=C(OC(=O)N(CC)CC)N2C(=O)O/C(=N\CC(=O)OC)[C@]2(Cc2ccccc2)[C@H]2C1=CC[C@H]1C(=O)N(C)C(=O)[C@H]12
LUMO level in eV: 0.7
ΔE to the lowest compared entry with this formula, charge and spin in kcal per mole: 0.00
Kohn-Sham gap in eV: 8.6

Each atom is followed by the atoms it is bonded to, with distances in Å.
Element x y z (Å)
1 C 2.657 3.323 1.369  H2 1.087, H3 1.087, H4 1.088, C5 1.530
2 H 3.062 3.003 0.412  C1 1.087
3 H 1.794 3.958 1.181  C1 1.087
4 H 3.412 3.907 1.890  C1 1.088
5 C 2.260 2.102 2.200  C1 1.530, C6 1.505, H78 1.090, H79 1.092
6 C 1.222 1.273 1.492  C5 1.505, C7 1.349, C26 1.452
7 C 1.614 0.364 0.576  C6 1.349, N8 1.386, O60 1.362
8 N 0.678 -0.419 -0.080  C7 1.386, C9 1.361, C24 1.444
9 C 0.775 -0.992 -1.311  N8 1.361, O10 1.195, O11 1.371
10 O 1.712 -1.016 -2.052  C9 1.195
11 O -0.425 -1.591 -1.592  C9 1.371, C12 1.363
12 C -1.312 -1.347 -0.586  O11 1.363, N13 1.252, C24 1.504
13 N -2.531 -1.627 -0.579  C12 1.252, C14 1.435
14 C -3.162 -2.186 -1.742  N13 1.435, C15 1.522, H22 1.094, H23 1.096
15 C -3.724 -1.063 -2.602  C14 1.522, O16 1.202, O17 1.332
16 O -3.847 0.083 -2.261  C15 1.202
17 O -4.080 -1.527 -3.799  C15 1.332, C18 1.423
18 C -4.622 -0.573 -4.706  O17 1.423, H19 1.087, H20 1.091, H21 1.092
19 H -4.861 -1.121 -5.613  C18 1.087
20 H -3.890 0.210 -4.910  C18 1.091
21 H -5.519 -0.117 -4.283  C18 1.092
22 H -3.998 -2.803 -1.402  C14 1.094
23 H -2.491 -2.787 -2.364  C14 1.096
24 C -0.586 -0.697 0.560  N8 1.444, C12 1.504, C25 1.533, C46 1.559
25 C -1.228 0.575 1.123  C24 1.533, C26 1.514, C37 1.544, H45 1.095
26 C -0.195 1.529 1.684  C6 1.452, C25 1.514, C27 1.341
27 C -0.696 2.631 2.260  C26 1.341, C28 1.494, H44 1.076
28 C -2.175 2.841 2.246  C27 1.494, H29 1.090, H30 1.094, C31 1.544
29 H -2.432 3.851 2.566  C28 1.090
30 H -2.675 2.131 2.913  C28 1.094
31 C -2.696 2.621 0.810  C28 1.544, C32 1.518, C37 1.531, H43 1.092
32 C -2.223 3.777 -0.053  C31 1.518, O33 1.203, N34 1.375
33 O -2.460 4.947 0.096  C32 1.203
34 N -1.434 3.263 -1.056  C32 1.375, C35 1.375, C39 1.443
35 C -1.318 1.893 -1.032  N34 1.375, O36 1.204, C37 1.514
36 O -0.676 1.261 -1.832  C35 1.204
37 C -2.117 1.370 0.142  C25 1.544, C31 1.531, C35 1.514, H38 1.093
38 H -2.897 0.710 -0.246  C37 1.093
39 C -0.788 4.083 -2.053  N34 1.443, H40 1.088, H41 1.091, H42 1.090
40 H -1.161 5.100 -1.940  C39 1.088
41 H 0.293 4.064 -1.910  C39 1.091
42 H -1.020 3.699 -3.046  C39 1.090
43 H -3.788 2.616 0.820  C31 1.092
44 H -0.073 3.406 2.671  C27 1.076
45 H -1.897 0.253 1.927  C25 1.095
46 C -0.330 -1.722 1.707  C24 1.559, C47 1.498, H58 1.092, H59 1.092
47 C -1.591 -2.347 2.220  C46 1.498, C48 1.390, C52 1.390
48 C -2.258 -1.814 3.316  C47 1.390, C49 1.384, H57 1.082
49 C -3.440 -2.375 3.765  C48 1.384, C50 1.384, H56 1.080
50 C -3.969 -3.483 3.126  C49 1.384, C51 1.384, H55 1.080
51 C -3.299 -4.037 2.048  C50 1.384, C52 1.383, H54 1.080
52 C -2.118 -3.474 1.601  C47 1.390, C51 1.383, H53 1.080
53 H -1.591 -3.922 0.772  C52 1.080
54 H -3.697 -4.913 1.558  C51 1.080
55 H -4.892 -3.920 3.475  C50 1.080
56 H -3.946 -1.950 4.619  C49 1.080
57 H -1.838 -0.965 3.839  C48 1.082
58 H 0.188 -1.187 2.506  C46 1.092
59 H 0.349 -2.487 1.324  C46 1.092
60 O 2.920 0.193 0.228  C7 1.362, C61 1.385
61 C 3.349 -1.112 0.056  O60 1.385, O62 1.209, N63 1.337
62 O 2.770 -2.049 0.554  C61 1.209
63 N 4.489 -1.166 -0.640  C61 1.337, C64 1.449, C71 1.450
64 C 5.073 0.009 -1.253  N63 1.449, C65 1.527, H69 1.091, H70 1.092
65 C 5.916 0.803 -0.258  C64 1.527, H66 1.087, H67 1.088, H68 1.086
66 H 6.369 1.657 -0.754  C65 1.087
67 H 6.707 0.179 0.154  C65 1.088
68 H 5.295 1.161 0.558  C65 1.086
69 H 5.695 -0.325 -2.084  C64 1.091
70 H 4.272 0.636 -1.652  C64 1.092
71 C 5.053 -2.470 -0.932  N63 1.450, C72 1.526, H76 1.092, H77 1.094
72 C 4.630 -2.969 -2.310  C71 1.526, H73 1.087, H74 1.087, H75 1.087
73 H 3.548 -2.921 -2.395  C72 1.087
74 H 4.956 -3.996 -2.451  C72 1.087
75 H 5.060 -2.356 -3.099  C72 1.087
76 H 4.687 -3.155 -0.165  C71 1.092
77 H 6.142 -2.400 -0.858  C71 1.094
78 H 1.879 2.417 3.172  C5 1.090
79 H 3.145 1.484 2.364  C5 1.092

[2]
The following is a quantum chemistry calculation of an isolated ion of composition C8H14N2O2 and charge +2 in a non-equilibrium geometry, from the OMol25 dataset.

Computed properties:
Calculated total energy in a.u.: -572.46019
LUMO level (alpha / beta) in eV: -8.8 / -8.8
ΔE to the lowest compared entry with this formula, charge and spin in kcal per mole: 41.34
Kohn-Sham gap (alpha / beta) in eV: 7.8 / 7.8
Net charge: +2

Each atom is followed by the atoms it is bonded to, with distances in Å.
Element x y z (Å)
1 C 0.510 -0.566 -0.127  C2 1.382, C7 1.521, O11 1.375
2 C -0.870 -0.518 -0.176  C1 1.382, C8 1.497, O12 1.342
3 C 0.136 1.523 0.491  C5 1.381, O11 1.261, O12 1.635
4 C -1.073 3.616 0.833  C5 1.391, H13 1.007, H14 1.149
5 C 0.097 2.863 0.821  C3 1.381, C4 1.391, C6 1.495
6 C 1.477 3.387 1.056  C5 1.495, H15 1.140, H16 1.089, H17 1.184
7 C 1.528 -1.691 -0.223  C1 1.521, N10 1.468, H18 1.203, H19 1.153
8 C -1.978 -1.495 -0.420  C2 1.497, N9 1.531, H20 1.125, H21 1.088
9 N -1.433 -2.925 -0.385  C8 1.531, H22 1.042, H23 0.990
10 N 1.018 -2.650 -1.210  C7 1.468, H24 1.265, H25 1.012, H26 1.006
11 O 1.018 0.671 0.195  C1 1.375, C3 1.261
12 O -1.246 0.739 0.100  C2 1.342, C3 1.635
13 H -0.971 4.617 0.797  C4 1.007
14 H -2.072 3.051 0.882  C4 1.149
15 H 2.204 2.517 1.178  C6 1.140
16 H 1.403 4.215 1.759  C6 1.089
17 H 2.025 3.931 0.159  C6 1.184
18 H 1.775 -2.370 0.739  C7 1.203
19 H 2.576 -1.222 -0.328  C7 1.153
20 H -2.289 -1.145 -1.443  C8 1.125
21 H -2.617 -1.260 0.429  C8 1.088
22 H -1.761 -3.413 -1.247  N9 1.042
23 H -1.652 -3.366 0.474  N9 0.990
24 H -0.049 -3.097 -0.698  N10 1.265
25 H 1.689 -3.235 -1.691  N10 1.012
26 H 0.553 -2.177 -1.966  N10 1.006

Question: The highest calculated total energy belongs to which entry?
Answer: C8H14N2O2

Question: Among the records above, which one has the lowest ΔE to the lowest compared entry with this formula, charge and spin?
Answer: C31H36N4O8

Question: What is the formula in the second record?
Answer: C8H14N2O2